Formula: C44H52N6O3W
Source: the Open Molecules 2025 dataset
Level of theory: wB97M-V/def2-TZVPD

Calculated values
Orbital gap ... 0.2112 hartree
Largest force on an atom ... 0.71 eV/A
Total charge ... +2
LUMO energy ... -6.64 eV
E_HOMO ... -12.39 eV
ΔE to the lowest compared entry with this formula, charge and spin ... 0.0 kJ/mol

Structure (XYZ):
```
106
Properties=species:S:1:pos:R:3:lowdin_charge:R:1
W -0.2677 -0.7369 -0.1970 1.918
C 5.4562 -1.2925 -2.4026 -0.059
C 5.2228 -0.0930 -1.4793 -0.166
C 4.0343 -0.2883 -0.5924 -0.102
C 3.9991 -0.7832 0.6757 -0.104
C 5.1312 -1.2628 1.5267 -0.167
C 5.2414 -2.7907 1.5437 -0.065
C 2.6229 -0.7954 1.0684 -0.201
N 1.7972 -0.3257 0.0633 0.002
C 2.6759 -0.0220 -0.9693 -0.194
C 2.3084 0.4669 -2.1952 0.071
C 1.0259 0.7835 -2.5774 -0.204
C 0.6922 1.3757 -3.8354 -0.105
C 1.6749 1.7043 -4.9153 -0.176
C 2.3041 3.0893 -4.7428 -0.059
C -0.6482 1.6295 -3.8067 -0.099
C -1.1164 1.1853 -2.5336 -0.193
C -2.3819 1.3746 -2.0540 0.082
C -2.7617 1.1241 -0.7594 -0.198
N -1.9634 0.5346 0.2151 -0.009
C -2.8116 0.4733 1.3203 -0.210
C -2.4812 -0.0832 2.5286 0.058
C -1.2501 -0.5984 2.8223 -0.196
N -0.1847 -0.6302 1.9285 0.001
C 0.8691 -1.0844 2.7109 -0.198
C 2.1715 -1.1881 2.2993 0.078
C 0.4519 -1.3704 4.0497 -0.105
C -0.8699 -1.0598 4.1213 -0.108
C -1.7831 -1.1638 5.3019 -0.172
C -2.6175 -2.4471 5.2729 -0.066
C 1.3540 -1.8216 5.1545 -0.175
C 2.1026 -0.6568 5.8084 -0.065
C -4.0887 1.0499 1.0433 -0.112
C -4.0572 1.4577 -0.2550 -0.106
C -5.1458 2.1154 -1.0427 -0.173
C -5.9288 1.1178 -1.9009 -0.066
C -5.1918 1.2213 2.0399 -0.177
C -4.9917 2.4604 2.9166 -0.064
N -0.0956 0.6377 -1.7749 -0.005
C -1.4884 2.3154 -4.8365 -0.166
C -1.7495 3.7892 -4.5094 -0.063
H 6.3317 -1.1328 -3.0305 0.085
H 4.5968 -1.4632 -3.0551 0.060
H 5.6161 -2.2037 -1.8245 0.074
H 5.1020 0.8166 -2.0713 0.115
H 6.1043 0.0749 -0.8600 0.116
H 5.0175 -0.8836 2.5450 0.118
H 6.0608 -0.8335 1.1525 0.115
H 4.3229 -3.2554 1.9080 0.072
H 6.0591 -3.1104 2.1879 0.084
H 5.4307 -3.1772 0.5415 0.071
H 3.0988 0.6563 -2.9081 0.125
H 1.1666 1.6437 -5.8789 0.117
H 2.4586 0.9437 -4.9485 0.108
H 1.5512 3.8733 -4.8222 0.071
H 3.0565 3.2679 -5.5096 0.084
H 2.7826 3.1878 -3.7667 0.079
H -3.1110 1.8213 -2.7152 0.125
H -3.2317 -0.0851 3.3065 0.126
H 2.8992 -1.5399 3.0169 0.125
H -2.4384 -0.2913 5.3466 0.116
H -1.1862 -1.1290 6.2137 0.117
H -3.2428 -2.4918 4.3781 0.067
H -3.2725 -2.5053 6.1408 0.084
H -1.9753 -3.3286 5.2731 0.083
H 2.0625 -2.5632 4.7784 0.116
H 0.7543 -2.3409 5.9032 0.117
H 2.7098 -0.1134 5.0822 0.074
H 2.7608 -1.0172 6.5973 0.084
H 1.4041 0.0556 6.2486 0.084
H -4.7259 2.9060 -1.6685 0.116
H -5.8244 2.6171 -0.3522 0.117
H -5.2794 0.6040 -2.6123 0.073
H -6.7109 1.6246 -2.4641 0.084
H -6.4021 0.3579 -1.2777 0.082
H -5.2761 0.3286 2.6647 0.113
H -6.1389 1.2952 1.5043 0.116
H -4.0519 2.4088 3.4694 0.075
H -5.8028 2.5599 3.6360 0.084
H -4.9653 3.3651 2.3085 0.084
H -2.4362 1.7835 -4.9522 0.120
H -0.9857 2.2416 -5.8016 0.115
H -2.2620 3.9060 -3.5531 0.070
H -2.3670 4.2465 -5.2808 0.085
H -0.8164 4.3491 -4.4482 0.073
O 0.3737 -2.6377 0.4473 -0.226
N 1.0574 -3.4004 -0.3476 0.111
N 1.1310 -2.9285 -1.5002 -0.118
O 0.5348 -1.7815 -1.7747 -0.198
C 1.8339 -3.5967 -2.5776 -0.154
C 2.0362 -2.8906 -3.7504 -0.009
C 2.7234 -3.5228 -4.7761 -0.047
C 3.1873 -4.8200 -4.6121 -0.043
C 2.9606 -5.5036 -3.4236 -0.042
C 2.2723 -4.8971 -2.3866 -0.002
H 1.6580 -1.8851 -3.8614 0.110
H 2.8904 -2.9990 -5.7073 0.118
H 3.7215 -5.3065 -5.4168 0.120
H 3.3132 -6.5185 -3.3037 0.120
H 2.0831 -5.4208 -1.4609 0.119
C -2.8074 -2.9317 0.5503 0.035
C -1.9739 -1.9536 -0.1491 -0.350
O -1.9091 -1.5767 -1.3012 0.031
H -3.4588 -3.4639 -0.1412 0.113
H -3.3945 -2.3964 1.2992 0.100
H -2.1486 -3.6149 1.0888 0.111
```

---

Formula: C44H53N3O6SSeW
Source: the Open Molecules 2025 dataset
Level of theory: wB97M-V/def2-TZVPD

Calculated values
Orbital gap ... 0.1973 hartree
Largest force on an atom ... 0.63 eV/A
Total charge ... +2
LUMO energy ... -8.32 eV
E_HOMO ... -13.69 eV
ΔE to the lowest compared entry with this formula, charge and spin ... 7.3 kJ/mol

Structure (XYZ):
```
109
Properties=species:S:1:pos:R:3:nbo_charge:R:1
W 0.4720 0.3033 0.3053 1.964
C -6.0815 -3.7674 0.8048 -0.611
C -4.7916 -4.5835 0.8724 -0.092
C -4.7595 -5.5505 -0.3219 -0.595
C -4.7830 -5.3822 2.1838 -0.596
C -3.5507 -3.6993 0.8120 0.039
C -3.6261 -2.3106 0.6978 -0.169
C -2.4679 -1.5584 0.6033 -0.278
Se -2.5275 0.3571 0.5975 0.555
C -2.7231 0.7495 -1.2529 -0.308
C -3.9642 0.9394 -1.8425 -0.158
C -4.0370 1.3223 -3.1760 0.016
C -2.8379 1.5471 -3.8562 -0.120
C -1.5714 1.3834 -3.3040 -0.053
C -1.5536 0.9584 -1.9712 0.308
O -0.3718 0.7521 -1.3062 -0.666
C -0.2949 1.6600 -4.0984 -0.066
C 0.5364 2.7317 -3.3754 -0.607
C -0.6061 2.1802 -5.5030 -0.611
C 0.5225 0.3692 -4.2486 -0.598
C -5.3614 1.5112 -3.9094 -0.089
C -5.4650 2.9604 -4.4049 -0.596
C -6.5589 1.2143 -3.0083 -0.610
C -5.4034 0.5520 -5.1090 -0.596
C -1.2339 -2.1990 0.6625 0.277
O -0.1296 -1.3844 0.5708 -0.553
C -1.0892 -3.5758 0.8261 -0.023
C -2.2869 -4.2849 0.8832 -0.130
C 0.2842 -4.2407 0.9355 -0.070
C 1.0986 -3.9785 -0.3395 -0.588
C 1.0251 -3.6816 2.1646 -0.600
C 0.1605 -5.7548 1.1104 -0.612
H -6.9356 -4.4427 0.8459 0.236
H -6.1760 -3.0753 1.6444 0.208
H -6.1582 -3.2036 -0.1273 0.209
H -5.6414 -6.1912 -0.2996 0.229
H -4.7589 -5.0066 -1.2678 0.215
H -3.8817 -6.1966 -0.2985 0.210
H -5.6707 -6.0127 2.2362 0.230
H -3.9130 -6.0348 2.2590 0.209
H -4.7886 -4.7185 3.0502 0.211
H -4.5859 -1.8134 0.6856 0.235
H -4.8615 0.7983 -1.2571 0.231
H -2.9014 1.8688 -4.8846 0.228
H -0.0396 3.6501 -3.2451 0.215
H 0.8755 2.3883 -2.3972 0.191
H 1.4195 2.9735 -3.9688 0.226
H -1.1478 3.1267 -5.4806 0.217
H 0.3323 2.3518 -6.0304 0.230
H -1.1800 1.4609 -6.0890 0.219
H 0.8035 -0.0528 -3.2844 0.194
H -0.0383 -0.3852 -4.8025 0.225
H 1.4386 0.5783 -4.8033 0.223
H -5.4368 3.6639 -3.5711 0.213
H -4.6584 3.2146 -5.0931 0.208
H -6.4065 3.1025 -4.9361 0.228
H -6.6079 1.8935 -2.1546 0.209
H -7.4787 1.3459 -3.5777 0.234
H -6.5482 0.1861 -2.6413 0.208
H -4.5998 0.7500 -5.8190 0.208
H -5.3221 -0.4867 -4.7843 0.213
H -6.3476 0.6674 -5.6420 0.228
H -2.2325 -5.3563 0.9960 0.231
H 1.2767 -2.9148 -0.5055 0.179
H 2.0710 -4.4648 -0.2576 0.229
H 0.5938 -4.3830 -1.2178 0.224
H 1.2500 -2.6188 2.0659 0.195
H 0.4359 -3.8279 3.0713 0.219
H 1.9705 -4.2087 2.2942 0.230
H -0.3314 -6.2275 0.2595 0.219
H 1.1601 -6.1822 1.1871 0.233
H -0.3780 -6.0198 2.0213 0.218
C -2.8520 -0.3456 4.0932 -0.657
C -1.5403 0.3511 4.1171 0.413
N -0.6546 0.4861 3.1418 -0.496
C 0.4213 1.1227 3.7101 -0.064
C 0.1829 1.3990 5.0324 0.071
N -1.0616 0.9052 5.2571 -0.466
C 0.9002 2.0456 6.1783 0.759
O 2.0920 2.5633 5.9488 -0.635
O 0.3320 2.1153 7.2312 -0.535
C 1.6550 1.2946 2.9591 0.795
O 2.6311 1.9084 3.2903 -0.540
O 1.6129 0.5748 1.8089 -0.713
H -3.1401 -0.6160 3.0828 0.232
H -3.6331 0.2779 4.5274 0.251
H -2.7883 -1.2666 4.6754 0.255
H -1.4980 0.9444 6.1709 0.465
H 2.3955 2.4356 5.0280 0.512
C -0.8513 3.5048 0.5548 -0.674
C 0.6171 3.5332 0.2810 0.326
C 1.3117 4.7568 0.2664 -0.258
C 2.6628 4.7704 0.0754 -0.043
C 3.3545 3.5632 -0.1654 -0.120
C 4.7481 3.5111 -0.3900 -0.113
C 5.3615 2.3177 -0.6559 -0.188
C 4.6055 1.1384 -0.7445 -0.138
C 3.2443 1.1617 -0.5404 -0.220
S 2.3291 -0.3243 -0.8492 0.233
C 2.5984 2.3776 -0.2049 0.253
N 1.2471 2.3838 0.0669 -0.575
H -1.1837 4.4483 0.9808 0.261
H -1.1082 2.7141 1.2648 0.229
H -1.4025 3.3375 -0.3755 0.258
H 0.7626 5.6694 0.4466 0.251
H 3.2162 5.7007 0.1017 0.249
H 5.3188 4.4297 -0.3555 0.243
H 6.4283 2.2728 -0.8231 0.252
H 5.0986 0.2085 -0.9966 0.248
```